(1)
Molecular formula: C2H3FS2
Method: DFT, ωB97M-V/def2-TZVPD

Structure (ORCA input):
```
! wB97M-V def2-TZVPD RIJCOSX def2/J DEFGRID3
* xyz 0 1
C -1.69 -0.33 -0.04
C -0.47 0.12 0.09
F 3.06 1.11 -0.49
S 0.92 -0.97 -0.34
S 2.41 -0.05 0.58
H -2.50 0.37 0.11
H -1.68 -1.46 -0.34
H -0.05 1.21 0.42
*
```

Results
SMILES string: C=CSSF
Largest force on an atom, hartree/bohr: 0.068
Lowest unoccupied orbital energy, eV: 0.161
Energy above the lowest of the compared OMol25 structures with the same formula, charge and spin, kcal per mole: 22.2
Energy, a.u.: -974.18377
E_HOMO, eV: -9.669
Frontier orbital gap, eV: 9.830

---

(2)
Molecular formula: C5H9IO
Method: DFT, ωB97M-V/def2-TZVPD

Structure (ORCA input):
```
! wB97M-V def2-TZVPD RIJCOSX def2/J DEFGRID3
* xyz 0 1
C -0.77 0.94 2.15
C -0.16 0.79 0.93
C -0.90 -1.32 -0.69
C 1.27 0.16 -1.06
C 0.23 -0.44 0.00
O 0.90 1.45 -1.52
I 1.26 -1.73 1.43
H -0.96 1.89 2.55
H -1.14 -0.03 2.52
H 0.42 1.62 0.49
H -1.90 -0.88 -0.70
H -1.04 -2.28 -0.11
H -0.69 -1.45 -1.73
H 1.31 -0.53 -1.85
H 2.20 0.37 -0.56
H -0.02 1.45 -1.86
*
```

Results
SMILES string: C=C[C@](C)(I)CO
Largest force on an atom, hartree/bohr: 0.103
Lowest unoccupied orbital energy, eV: 0.308
Energy above the lowest of the compared OMol25 structures with the same formula, charge and spin, kcal per mole: 36.4
Energy, a.u.: -568.76700
E_HOMO, eV: -8.872
Frontier orbital gap, eV: 9.179

---

(3)
Molecular formula: C4H17N2O2
Method: DFT, ωB97M-V/def2-TZVPD

Structure (ORCA input):
```
! wB97M-V def2-TZVPD RIJCOSX def2/J DEFGRID3
* xyz 0 2
C 2.02 -0.75 0.59
N 1.80 -1.08 2.00
C 0.97 0.23 0.07
N -0.36 -0.09 0.67
C -0.04 1.28 -2.02
C 0.85 0.19 -1.44
H 2.04 -1.65 0.00
H 2.97 -0.27 0.45
H 1.78 -2.06 2.20
H 2.50 -0.68 2.61
H 1.19 1.25 0.39
H -0.79 -0.94 0.24
H -0.28 -0.26 1.67
H -1.04 0.68 0.53
H -0.01 1.35 -3.11
H 0.32 2.25 -1.68
H -1.09 1.19 -1.72
H 0.51 -0.80 -1.75
H 1.85 0.30 -1.88
H -2.36 -2.59 -0.94
H -3.02 -1.81 0.22
O -2.17 -1.94 -0.24
H -2.09 2.29 1.63
H -3.26 1.99 0.76
O -2.29 1.94 0.74
*
```

Results
Largest force on an atom, hartree/bohr: 0.012
⟨S²⟩: 0.75
Lowest unoccupied orbital energy (spin up / spin down), eV: 0.607 / 0.443
Energy above the lowest of the compared OMol25 structures with the same formula, charge and spin, kcal per mole: 3.3
Energy, a.u.: -422.48314
E_HOMO (spin up / spin down), eV: -2.532 / -10.388
Frontier orbital gap (spin up / spin down), eV: 3.139 / 10.831

---

(4)
Molecular formula: C2H3BrF2O2
Method: DFT, ωB97M-V/def2-TZVPD

Structure (ORCA input):
```
! wB97M-V def2-TZVPD RIJCOSX def2/J DEFGRID3
* xyz 0 1
C -0.49 -0.41 -0.78
C -0.27 -0.02 0.69
O 0.59 -0.71 -1.47
O -0.90 0.95 1.27
F -1.33 0.45 -1.39
F 1.86 1.02 -0.39
Br 0.97 -1.01 1.53
H -1.10 -1.32 -0.49
H 1.34 -0.03 -1.13
H -0.67 1.09 2.14
*
```

Results
Largest force on an atom, hartree/bohr: 0.099
Lowest unoccupied orbital energy, eV: -1.825
Energy above the lowest of the compared OMol25 structures with the same formula, charge and spin, kcal per mole: 63.5
Energy, a.u.: -3002.13368
E_HOMO, eV: -10.300
Frontier orbital gap, eV: 8.475

---

(5)
Molecular formula: C6H9NO2S
Method: DFT, ωB97M-V/def2-TZVPD

Structure (ORCA input):
```
! wB97M-V def2-TZVPD RIJCOSX def2/J DEFGRID3
* xyz 0 1
C -1.55 0.11 -0.66
C -1.93 -0.70 0.59
C 2.13 -1.09 0.77
C 1.07 -0.23 -1.36
C -0.46 2.09 -0.08
C 1.41 -0.11 -0.04
N -1.41 1.52 -0.62
O -2.42 -1.78 0.46
O -1.73 -0.19 1.80
S 1.10 1.49 0.77
H -2.32 0.01 -1.47
H 1.66 -2.00 0.73
H 2.24 -0.56 1.73
H 3.09 -1.24 0.36
H 0.53 0.57 -1.77
H -0.94 -0.51 -0.98
H 1.32 -1.11 -2.08
H -0.67 3.11 0.05
H -1.12 0.63 1.81
*
```

Results
SMILES string: C=C(C)S/C=N\CC(=O)O
Largest force on an atom, hartree/bohr: 0.168
Lowest unoccupied orbital energy, eV: 0.417
Energy above the lowest of the compared OMol25 structures with the same formula, charge and spin, kcal per mole: 78.5
Energy, a.u.: -837.33366
E_HOMO, eV: -9.200
Frontier orbital gap, eV: 9.616

---

(6)
Molecular formula: C7H10N8O4
Method: DFT, ωB97M-V/def2-TZVPD

Structure (ORCA input):
```
! wB97M-V def2-TZVPD RIJCOSX def2/J DEFGRID3
* xyz 0 1
O -3.72 2.74 -1.51
N -2.49 2.92 -1.53
O -1.99 4.05 -1.79
C -1.56 1.85 -1.27
C -0.17 2.10 -1.25
C 0.73 1.11 -0.88
N 2.13 1.37 -0.76
O 2.60 2.47 -1.13
O 2.87 0.44 -0.30
C 0.39 -0.32 -0.64
N -1.06 -0.45 -0.71
N -1.71 -1.65 -0.61
N -2.97 -1.41 -0.74
N -3.21 -0.10 -0.99
C -2.00 0.50 -1.01
H 0.23 3.09 -1.48
H 0.82 -0.95 -1.45
C 0.48 0.01 1.79
N 0.94 -0.80 0.61
N 0.48 -2.14 0.88
C 1.31 -2.84 1.84
H 0.76 1.06 1.67
H -0.61 -0.12 1.83
H 0.94 -0.42 2.69
H 1.98 -0.77 0.48
H 0.36 -2.63 -0.01
H 0.79 -3.79 2.05
H 2.32 -3.06 1.47
H 1.36 -2.26 2.77
*
```

Results
Largest force on an atom, hartree/bohr: 0.056
Lowest unoccupied orbital energy, eV: -1.305
Energy, a.u.: -1011.43318
E_HOMO, eV: -8.573
Frontier orbital gap, eV: 7.269

---

(7)
Molecular formula: C31H89N7O10
Method: DFT, ωB97M-V/def2-TZVPD

Structure (ORCA input):
```
! wB97M-V def2-TZVPD RIJCOSX def2/J DEFGRID3
* xyz 0 1
C 1.76 3.19 -3.15
O 0.98 2.81 -2.01
H 2.81 2.94 -2.94
H 1.52 2.52 -3.98
H 1.61 4.22 -3.46
H 1.21 3.40 -1.27
C 0.14 0.07 0.00
O -0.03 0.22 -1.41
H 0.74 -0.83 0.14
H 0.66 0.91 0.47
H -0.86 -0.01 0.44
H 0.39 1.04 -1.71
C -1.23 -4.23 1.01
O -1.17 -2.82 0.93
H -2.25 -4.61 0.92
H -0.57 -4.62 0.23
H -0.82 -4.49 1.99
H -1.76 -2.38 1.60
C -3.00 -1.17 -1.99
C -2.49 -2.57 -2.28
C -2.82 -3.19 -3.66
O -4.18 -3.03 -4.01
C -5.03 -3.89 -3.30
N -1.05 -2.60 -2.01
H -2.57 -0.81 -1.06
H -4.09 -1.14 -1.90
H -2.63 -0.44 -2.71
H -2.88 -3.28 -1.54
H -2.52 -4.24 -3.65
H -2.17 -2.72 -4.40
H -5.01 -3.82 -2.21
H -4.90 -4.94 -3.59
H -6.07 -3.65 -3.55
H -0.95 -2.83 -1.02
H -0.63 -1.69 -2.12
C -2.01 3.31 -5.57
C -2.29 2.84 -4.14
C -3.63 2.13 -4.09
O -3.93 1.89 -2.71
C -5.18 1.25 -2.56
N -1.26 1.89 -3.72
H -2.15 2.48 -6.27
H -0.95 3.53 -5.66
H -2.55 4.19 -5.92
H -2.22 3.71 -3.48
H -3.49 1.18 -4.61
H -4.39 2.77 -4.55
H -5.23 0.68 -1.63
H -5.53 0.54 -3.31
H -5.92 2.06 -2.50
H -1.69 1.34 -2.98
H -0.42 2.28 -3.31
C -3.30 2.63 3.10
C -2.14 2.24 2.17
C -1.37 3.40 1.55
O -2.18 4.20 0.72
C -2.44 3.76 -0.61
N -1.31 1.29 2.94
H -2.92 3.00 4.05
H -3.92 1.76 3.31
H -3.94 3.36 2.59
H -2.59 1.67 1.35
H -0.57 3.01 0.90
H -0.92 4.08 2.27
H -2.84 2.75 -0.56
H -1.51 3.80 -1.19
H -3.13 4.41 -1.13
H -0.38 1.29 2.54
H -1.15 1.75 3.84
C 5.50 -5.14 -3.10
C 6.09 -3.75 -2.81
C 5.34 -3.09 -1.67
O 4.06 -2.75 -2.24
C 3.45 -1.61 -1.67
N 7.50 -4.01 -2.42
H 6.05 -5.47 -3.98
H 4.46 -5.07 -3.42
H 5.69 -5.88 -2.33
H 5.95 -3.11 -3.68
H 5.85 -2.16 -1.40
H 5.16 -3.63 -0.74
H 3.06 -1.94 -0.70
H 2.58 -1.36 -2.28
H 4.09 -0.73 -1.55
H 7.77 -3.27 -1.77
H 8.05 -3.73 -3.24
C 2.27 -0.20 2.71
C 3.27 -0.14 3.89
C 4.70 -0.40 3.43
O 4.66 -1.64 2.72
C 5.52 -1.72 1.63
N 3.04 1.19 4.47
H 1.28 0.16 2.99
H 2.16 -1.21 2.30
H 2.59 0.49 1.92
H 3.01 -0.87 4.65
H 5.39 -0.52 4.27
H 5.11 0.39 2.79
H 5.11 -1.12 0.80
H 5.65 -2.72 1.23
H 6.52 -1.30 1.80
H 3.13 1.91 3.77
H 3.72 1.35 5.21
C 3.45 2.68 0.35
C 2.49 3.48 1.25
C 3.25 4.40 2.20
O 3.88 3.49 3.10
C 4.67 4.11 4.11
N 1.66 4.29 0.34
H 4.23 2.12 0.85
H 3.97 3.32 -0.36
H 2.86 1.97 -0.25
H 1.88 2.74 1.76
H 2.52 4.97 2.79
H 3.95 5.09 1.72
H 5.44 4.68 3.58
H 5.19 3.38 4.72
H 4.08 4.69 4.82
H 1.11 4.96 0.88
H 2.30 4.85 -0.22
C -4.39 -1.27 1.61
C -3.83 -1.45 3.04
C -4.26 -2.83 3.59
O -5.66 -2.93 3.49
C -6.15 -4.06 4.13
N -2.38 -1.33 2.94
H -3.86 -0.54 1.00
H -5.43 -0.93 1.67
H -4.42 -2.21 1.06
H -4.32 -0.68 3.64
H -3.86 -3.00 4.59
H -3.81 -3.58 2.92
H -7.13 -4.40 3.78
H -6.27 -3.98 5.22
H -5.56 -4.97 3.96
H -1.94 -1.39 3.86
H -2.12 -0.36 2.66
*
```

Results
SMILES string: COC[C@H](C)N.COC[C@H](C)N.COC[C@H](C)N.COC[C@H](C)N.COC[C@H](C)N.COC[C@H](C)N.COC[C@H](C)N.CO.CO.CO
Largest force on an atom, hartree/bohr: 0.045
Lowest unoccupied orbital energy, eV: 0.258
Energy above the lowest of the compared OMol25 structures with the same formula, charge and spin, kcal per mole: 43.6
Energy, a.u.: -2369.99130
E_HOMO, eV: -7.852
Frontier orbital gap, eV: 8.110

---

(8)
Molecular formula: C3H3N3O
Method: DFT, ωB97M-V/def2-TZVPD

Structure (ORCA input):
```
! wB97M-V def2-TZVPD RIJCOSX def2/J DEFGRID3
* xyz 0 1
N 2.30 -0.27 0.71
C 1.24 -0.46 0.12
N -0.90 1.02 -0.97
N -0.72 1.61 -1.91
O -1.68 -0.78 2.07
C -1.52 -0.14 1.13
C 0.03 -0.63 -0.35
H 3.02 0.21 0.18
H -1.54 0.93 -0.03
H -0.24 -1.49 -0.95
*
```

Results
Largest force on an atom, hartree/bohr: 0.030
Lowest unoccupied orbital energy, eV: 0.227
Energy above the lowest of the compared OMol25 structures with the same formula, charge and spin, kcal per mole: 126.6
Energy, a.u.: -355.43809
E_HOMO, eV: -8.511
Frontier orbital gap, eV: 8.738

---

(9)
Molecular formula: C7H12O
Method: DFT, ωB97M-V/def2-TZVPD

Structure (ORCA input):
```
! wB97M-V def2-TZVPD RIJCOSX def2/J DEFGRID3
* xyz 0 1
C -1.76 -0.33 1.89
C 1.68 -0.92 -1.61
C -0.81 0.52 1.56
C 0.57 -1.36 -0.82
C 1.31 -0.26 -2.86
C 0.11 0.81 2.70
C -1.01 1.15 0.16
O -2.46 -1.23 2.16
H 0.92 -2.31 -1.20
H -0.42 -1.22 -1.18
H 0.53 -1.40 0.23
H 1.40 0.78 -2.54
H 0.25 -0.56 -3.16
H 2.03 -0.50 -3.64
H -0.25 0.42 3.60
H 0.26 1.85 2.85
H 1.10 0.36 2.43
H -0.28 0.90 -0.54
H -1.07 2.29 0.25
H -2.10 1.01 -0.28
*
```

Results
Largest force on an atom, hartree/bohr: 0.080
Lowest unoccupied orbital energy, eV: 0.741
Energy above the lowest of the compared OMol25 structures with the same formula, charge and spin, kcal per mole: 124.5
Energy, a.u.: -348.95021
E_HOMO, eV: -8.027
Frontier orbital gap, eV: 8.767

---

(10)
Molecular formula: H20O10
Method: DFT, ωB97M-V/def2-TZVPD

Structure (ORCA input):
```
! wB97M-V def2-TZVPD RIJCOSX def2/J DEFGRID3
* xyz 0 1
O 2.74 1.34 -0.07
H 2.34 2.07 -0.60
H 3.69 1.26 -0.13
O -0.21 2.79 -2.02
H 0.15 3.60 -2.36
H -0.41 2.01 -2.53
O 0.15 -0.27 -1.61
H -0.77 -0.07 -1.36
H 0.70 0.19 -0.96
O 1.50 2.80 3.03
H 2.29 2.79 2.47
H 1.01 1.95 2.99
O -2.61 0.79 1.22
H -2.27 0.07 1.76
H -2.85 1.51 1.81
O 1.33 -2.54 1.26
H 0.35 -2.37 1.28
H 1.29 -2.90 0.30
O -1.29 -2.21 0.89
H -1.88 -2.09 0.13
H -1.68 -3.00 1.32
O 0.82 -2.83 -2.30
H 0.87 -1.94 -1.93
H 0.74 -2.89 -3.25
O -3.13 -0.16 -3.11
H -3.52 -0.08 -2.23
H -2.29 0.34 -2.98
O 0.75 0.31 2.79
H 1.31 -0.45 2.97
H 0.04 0.06 2.19
*
```

Results
SMILES string: O.O.O.O.O.O.O.O.O.O
Largest force on an atom, hartree/bohr: 0.060
Lowest unoccupied orbital energy, eV: -0.212
Energy above the lowest of the compared OMol25 structures with the same formula, charge and spin, kcal per mole: 81.7
Energy, a.u.: -764.35180
E_HOMO, eV: -10.131
Frontier orbital gap, eV: 9.920

---

(11)
Molecular formula: C9H15ClF6NO3P2
Method: DFT, ωB97M-V/def2-TZVPD

Structure (ORCA input):
```
! wB97M-V def2-TZVPD RIJCOSX def2/J DEFGRID3
* xyz 1 1
C -2.00 2.91 2.03
C -1.51 1.41 2.06
C -1.94 0.63 0.80
F -2.56 -0.50 1.20
N -0.80 0.28 -0.14
P 0.17 1.80 -0.41
P 1.51 1.52 -2.10
O 2.07 0.18 -2.17
O 2.72 2.56 -1.83
O 0.87 2.04 -3.46
C 0.12 -0.69 0.58
C 0.20 -2.07 -0.13
C 1.57 -2.73 0.03
F 2.54 -2.17 -0.69
F 1.48 -4.04 -0.26
C 2.05 -2.67 1.53
F 1.06 -2.94 2.36
F 2.62 -1.51 1.81
F 2.99 -3.58 1.69
C -0.30 -1.71 -1.57
C -1.25 -0.51 -1.33
Cl -1.74 0.44 -2.76
H -2.16 3.28 1.01
H -2.91 2.99 2.62
H -1.25 3.49 2.57
H -2.05 0.96 2.90
H -0.45 1.33 2.31
H -2.62 1.26 0.22
H -0.75 2.79 -0.82
H 3.02 2.51 -0.90
H 1.54 2.00 -4.18
H 1.11 -0.24 0.53
H -0.14 -0.93 1.61
H -0.50 -2.83 0.24
H -0.94 -2.56 -1.84
H 0.40 -1.67 -2.40
H -2.19 -1.03 -1.11
*
```

Results
SMILES string: CC[C@H](F)[N@@+]1(PP(=O)(O)O)C[C@H](C(F)(F)C(F)(F)F)C[C@@H]1Cl
Largest force on an atom, hartree/bohr: 0.048
Lowest unoccupied orbital energy, eV: -3.785
Energy, a.u.: -2374.32484
E_HOMO, eV: -14.118
Frontier orbital gap, eV: 10.332

---

(12)
Molecular formula: C4H13NO3
Method: DFT, ωB97M-V/def2-TZVPD

Structure (ORCA input):
```
! wB97M-V def2-TZVPD RIJCOSX def2/J DEFGRID3
* xyz 0 1
C 0.77 -1.48 -1.22
C 0.17 -0.74 -0.02
C 1.02 -0.85 1.30
C 0.99 0.40 2.19
O 2.08 0.82 2.53
N -1.16 -1.26 0.30
H 1.00 -2.64 -1.26
H 1.74 -1.05 -1.45
H 0.15 -1.18 -2.13
H 0.10 0.32 -0.29
H 2.04 -1.02 1.03
H 0.72 -1.82 1.73
H 0.04 0.73 2.59
H -1.79 -1.28 -0.65
H -1.04 -2.29 0.61
H -0.19 3.12 -1.86
H -1.56 2.55 -1.78
O -0.89 2.92 -2.38
H -1.96 1.03 0.24
H -0.64 1.82 0.39
O -1.58 1.89 0.15
*
```

Results
SMILES string: C[C@@H](N)CC=O.O.O
Largest force on an atom, hartree/bohr: 0.091
Lowest unoccupied orbital energy, eV: 0.442
Energy above the lowest of the compared OMol25 structures with the same formula, charge and spin, kcal per mole: 59.1
Energy, a.u.: -440.62100
E_HOMO, eV: -10.048
Frontier orbital gap, eV: 10.490

---

(13)
Molecular formula: C4H9NOS
Method: DFT, ωB97M-V/def2-TZVPD

Structure (ORCA input):
```
! wB97M-V def2-TZVPD RIJCOSX def2/J DEFGRID3
* xyz 0 1
O 1.07 -1.17 0.93
S -2.38 0.44 -0.05
C 0.67 -0.19 0.38
N 0.80 -0.04 -0.98
C 1.11 -1.11 -1.91
C -1.41 0.77 1.52
C 0.10 0.93 1.23
H -1.91 -0.80 -0.39
H 0.73 0.87 -1.34
H 0.21 -1.59 -2.30
H 1.72 -0.68 -2.70
H 1.76 -1.86 -1.43
H -1.56 -0.10 2.18
H -1.76 1.66 2.00
H 0.63 1.01 2.17
H 0.23 1.88 0.69
*
```

Results
SMILES string: CNC(=O)CCS
Largest force on an atom, hartree/bohr: 0.046
Lowest unoccupied orbital energy, eV: 0.757
Energy above the lowest of the compared OMol25 structures with the same formula, charge and spin, kcal per mole: 14.7
Energy, a.u.: -685.99550
E_HOMO, eV: -9.079
Frontier orbital gap, eV: 9.836

---

(14)
Molecular formula: C14H34F3N2O10S2
Method: DFT, ωB97M-V/def2-TZVPD

Structure (ORCA input):
```
! wB97M-V def2-TZVPD RIJCOSX def2/J DEFGRID3
* xyz -1 1
O 9.02 0.36 -3.05
C 8.25 0.89 -2.21
N 7.36 1.72 -1.67
S 6.36 0.71 -0.63
O 7.17 0.58 0.67
O 6.23 -0.71 -1.17
N 4.88 1.45 -0.19
S 3.81 1.62 -1.52
O 3.95 2.98 -2.18
O 3.93 0.57 -2.60
C 2.08 1.55 -0.76
C 0.93 1.25 -1.84
C 0.65 -0.33 -2.09
F 0.77 -1.13 -0.90
F 1.43 -0.89 -3.14
F -0.76 -0.42 -2.47
H 2.13 0.76 0.07
H 1.92 2.58 -0.26
H -0.06 1.67 -1.39
H 1.08 1.84 -2.83
C -1.21 0.75 2.98
C -0.77 0.21 1.64
O 0.61 0.48 1.43
H -1.04 1.83 3.04
H -2.27 0.55 3.15
H -0.63 0.29 3.79
H -1.33 0.68 0.83
H -0.92 -0.87 1.58
H 1.11 0.05 2.15
C -1.34 -4.15 0.03
C -1.12 -4.77 -1.33
O -1.80 -4.01 -2.33
H -2.40 -4.10 0.27
H -0.83 -4.72 0.81
H -0.96 -3.12 0.05
H -1.52 -5.79 -1.35
H -0.06 -4.81 -1.58
H -1.43 -3.11 -2.31
C -1.00 -1.44 -6.82
C -1.46 -0.15 -6.18
O -0.36 0.73 -6.00
H -0.24 -1.93 -6.20
H -1.84 -2.13 -6.96
H -0.53 -1.25 -7.79
H -1.90 -0.34 -5.20
H -2.21 0.35 -6.80
H 0.02 0.91 -6.87
C -4.01 -2.52 4.83
C -3.55 -3.06 3.49
O -2.18 -2.78 3.29
H -3.84 -1.44 4.89
H -5.07 -2.73 5.00
H -3.43 -2.98 5.64
H -4.12 -2.58 2.68
H -3.71 -4.14 3.42
H -1.68 -3.21 4.00
C -1.32 5.87 5.07
C -1.05 5.27 3.70
O -1.55 3.95 3.64
H -0.85 5.27 5.85
H -0.93 6.89 5.13
H -2.39 5.89 5.28
H 0.02 5.24 3.51
H -1.53 5.87 2.92
H -2.51 3.99 3.81
*
```

Results
Largest force on an atom, hartree/bohr: 0.158
Lowest unoccupied orbital energy, eV: 2.025
Energy, a.u.: -2511.59068
E_HOMO, eV: -5.831
Frontier orbital gap, eV: 7.856

---

(15)
Molecular formula: C3H4N3S
Method: DFT, ωB97M-V/def2-TZVPD

Structure (ORCA input):
```
! wB97M-V def2-TZVPD RIJCOSX def2/J DEFGRID3
* xyz 1 1
C 2.32 1.44 -0.19
C 2.95 0.07 0.07
C -0.97 -0.73 0.03
N 1.04 1.24 -0.16
N 1.89 -0.76 0.11
N 0.83 -0.05 -0.04
S 4.49 -0.48 0.05
H 2.73 2.46 -0.16
H -0.57 -1.76 0.38
H -1.51 -0.86 -1.00
H -1.33 0.15 0.51
*
```

Results
Largest force on an atom, hartree/bohr: 0.082
Lowest unoccupied orbital energy (spin up / spin down), eV: -8.099 / -8.094
Energy above the lowest of the compared OMol25 structures with the same formula, charge and spin, kcal per mole: 74.9
Energy, a.u.: -678.71622
E_HOMO (spin up / spin down), eV: -14.780 / -14.775
Frontier orbital gap (spin up / spin down), eV: 6.681 / 6.681